(1)
Formula: C42H111NO14
Source: OMol25
Level of theory: ωB97M-V with the def2-TZVPD basis set

Properties
Energy relative to the best compared isomer or geometry (same formula, charge and spin) (eV): 3.091
Energy (eV): -75502.524
HOMO-LUMO gap (eV): 8.692

Each line ends with the Löwdin charge.
CARTESIAN COORDINATES (ANGSTROEM)
C 1.6660 -0.3710 -3.4772  -0.095
O 0.3598 -0.5409 -2.9514  -0.218
C 0.4384 -1.1498 -1.6535  -0.211
C 0.4945 -0.1075 -0.5978  -0.206
N -0.8962 0.2291 -0.2202  -0.015
C -1.0381 1.5745 0.4930  -0.142
C -0.3771 1.5163 1.8091  -0.313
O -1.0936 0.6836 2.5946  -0.145
C -0.3914 0.4692 3.8350  -0.075
H 1.5215 0.5648 -4.0171  0.064
H 1.8660 -1.0972 -4.2650  0.092
H 2.4758 -0.3323 -2.7486  0.091
H 1.3292 -1.7641 -1.5224  0.121
H -0.4748 -1.7127 -1.4606  0.110
H 1.0427 0.7626 -0.9592  0.129
H 0.9898 -0.5727 0.2545  0.088
H -1.3505 -0.5809 0.1768  0.052
H -2.1062 1.7705 0.5869  0.095
H -0.7021 2.3702 -0.1718  0.107
H -0.2530 2.5041 2.2530  0.128
H 0.6605 1.2031 1.6935  0.114
H -0.5205 1.2252 4.6096  0.074
H 0.6852 0.3167 3.7598  0.073
H -0.7564 -0.3949 4.3901  0.071
C -4.4997 -3.3527 0.5047  -0.037
C -3.7056 -2.1117 0.0879  -0.419
C -4.5683 -0.7832 0.2321  -0.020
O -2.5081 -2.0072 0.8265  -0.092
H -4.0853 -4.3534 0.3822  0.075
H -5.5268 -3.4094 0.1444  0.083
H -4.5335 -3.3239 1.5938  0.060
H -3.2600 -2.2212 -0.9008  0.122
H -4.0409 0.1244 -0.0616  0.056
H -4.9990 -0.5281 1.2004  0.079
H -5.3777 -0.7764 -0.4979  0.075
H -2.6668 -1.4240 1.5724  0.058
C 0.8491 -3.3371 1.6564  -0.019
C 0.3656 -4.5069 0.6945  -0.485
C 1.0742 -5.8301 0.8472  -0.045
O -0.9944 -4.8331 0.8032  -0.067
H 0.7709 -3.4759 2.7347  0.076
H 0.4597 -2.3901 1.2826  0.046
H 1.9123 -3.2519 1.4318  0.065
H 0.3845 -3.9847 -0.2621  0.107
H 0.5389 -6.5641 0.2449  0.074
H 1.1644 -6.0909 1.9017  0.086
H 2.0562 -5.7054 0.3908  0.080
H -1.5085 -4.1308 0.3981  0.048
C -1.6967 0.3651 7.2386  -0.036
C -1.3485 1.8407 7.8580  -0.464
C -2.5401 2.6760 8.3410  -0.038
O -0.5675 1.5605 8.9507  -0.059
H -0.9121 -0.3904 7.2806  0.068
H -1.9913 0.4395 6.1918  0.043
H -2.4918 -0.1459 7.7814  0.067
H -0.7090 2.3521 7.1385  0.119
H -3.2097 2.1853 9.0474  0.086
H -3.1004 2.8904 7.4310  0.057
H -2.1309 3.6212 8.6975  0.081
H -0.1764 0.6866 8.8804  0.079
C 1.3875 4.2685 -2.5169  -0.031
C 1.0634 3.5113 -3.8248  -0.548
C -0.3154 2.9538 -3.8624  -0.051
O 1.2436 4.4581 -4.8008  -0.034
H 0.9439 3.7333 -1.6773  0.061
H 1.0832 5.3097 -2.6242  0.081
H 2.4727 4.3090 -2.4228  0.073
H 1.7580 2.6820 -3.9589  0.109
H -0.9908 3.7823 -3.6485  0.097
H -0.4816 2.1081 -3.1951  0.078
H -0.4804 2.4858 -4.8328  0.069
H 0.4201 4.9515 -4.7941  0.091
C -3.6687 0.1086 -5.8268  -0.033
C -2.8072 0.6454 -4.6489  -0.476
C -3.0958 -0.0592 -3.4201  -0.075
O -1.4759 0.1966 -4.9349  -0.096
H -4.7021 0.1560 -5.4832  0.077
H -3.3177 -0.9177 -5.9345  0.077
H -3.6174 0.6071 -6.7947  0.075
H -2.9023 1.7298 -4.7050  0.133
H -3.1634 -1.1238 -3.6442  0.082
H -4.0447 0.2737 -2.9997  0.093
H -2.3851 0.1273 -2.6150  0.079
H -1.2181 -0.2072 -4.1030  0.029
C 5.1877 0.7915 0.5072  -0.030
C 4.6784 -0.6198 0.9261  -0.490
C 5.5418 -1.5765 1.8018  -0.034
O 3.4562 -0.4706 1.5503  -0.084
H 6.0621 0.4378 -0.0390  0.071
H 5.5029 1.4107 1.3470  0.068
H 4.4786 1.3840 -0.0709  0.073
H 4.3299 -1.1571 0.0441  0.127
H 5.0381 -2.4773 2.1524  0.083
H 5.9958 -1.0852 2.6624  0.065
H 6.4618 -1.7142 1.2336  0.072
H 3.6170 -0.3244 2.4853  0.055
C 4.5826 1.0531 -4.5060  -0.060
C 5.4898 2.0730 -5.1851  -0.511
C 6.4087 2.9591 -4.3651  -0.044
O 6.0756 1.5398 -6.3529  -0.036
H 4.0074 1.5837 -3.7472  0.065
H 5.1836 0.3279 -3.9573  0.083
H 3.8096 0.5574 -5.0932  0.067
H 4.7244 2.7950 -5.4696  0.121
H 6.1026 2.9885 -3.3194  0.076
H 6.4795 3.9353 -4.8449  0.081
H 7.4246 2.5663 -4.4051  0.075
H 6.3105 0.6177 -6.2255  0.091
C 2.7440 1.3077 -7.8210  -0.021
C 1.3627 1.2708 -7.0708  -0.502
C 0.1382 1.5759 -7.8730  -0.047
O 1.2231 -0.0288 -6.5826  -0.054
H 3.6268 1.4035 -7.1889  0.043
H 2.7187 2.1734 -8.4829  0.073
H 2.8735 0.4643 -8.4992  0.080
H 1.5172 2.0529 -6.3275  0.114
H -0.6859 1.5538 -7.1598  0.064
H -0.1169 0.8416 -8.6371  0.090
H 0.3453 2.5415 -8.3342  0.085
H 0.3394 -0.0575 -6.2085  0.051
C -3.8955 3.2635 4.2784  -0.089
C -4.0756 4.0844 3.1247  -0.551
C -4.6587 3.2677 1.9516  -0.038
O -5.0539 5.0379 3.3695  -0.030
H -3.4579 3.8390 5.0942  0.086
H -3.1031 2.5686 4.0003  0.077
H -4.7152 2.5742 4.4809  0.104
H -3.0865 4.4631 2.8671  0.139
H -4.0762 2.3647 1.7690  0.054
H -4.5885 3.9012 1.0675  0.080
H -5.6919 2.9425 2.0735  0.087
H -5.0361 5.4015 4.2578  0.092
C -0.0494 -5.2444 -3.0389  -0.041
C -1.2982 -4.3501 -3.1200  -0.495
C -1.2647 -3.3762 -4.3601  -0.019
O -2.4270 -5.1006 -3.3496  -0.031
H 0.8403 -4.6429 -3.2250  0.077
H -0.0113 -5.8609 -3.9370  0.081
H -0.0115 -5.8972 -2.1669  0.067
H -1.4085 -3.7765 -2.1997  0.105
H -0.4644 -2.6382 -4.3063  0.058
H -2.1026 -2.6808 -4.3119  0.047
H -1.1412 -3.8301 -5.3434  0.090
H -2.5139 -5.5645 -2.5136  0.092
C 5.4166 2.0900 5.5125  -0.055
C 4.0450 1.4638 5.3636  -0.501
C 3.1454 2.1925 4.4340  -0.053
O 4.1696 0.1744 4.7726  -0.061
H 5.3311 3.1400 5.7924  0.083
H 5.9524 2.2580 4.5783  0.080
H 6.0116 1.4931 6.2038  0.081
H 3.6069 1.3828 6.3584  0.138
H 3.4982 2.4033 3.4245  0.090
H 2.8244 3.1092 4.9288  0.091
H 2.2817 1.5340 4.3418  0.055
H 4.8637 -0.3120 5.2234  0.087
C -4.1626 -2.5418 6.0805  -0.039
C -3.2229 -2.6776 4.8359  -0.424
C -3.2910 -4.1063 4.2429  -0.066
O -3.5793 -1.8945 3.6573  -0.074
H -4.2603 -1.4954 6.3694  0.064
H -3.7845 -3.2348 6.8320  0.079
H -5.1855 -2.8983 5.9590  0.074
H -2.1760 -2.6080 5.1313  0.120
H -2.7866 -4.2461 3.2868  0.069
H -4.3431 -4.2732 4.0121  0.078
H -2.9814 -4.8453 4.9819  0.078
H -2.8190 -2.0172 3.0842  0.039

=====

(2)
Formula: C42H112N12O14
Source: OMol25
Level of theory: ωB97M-V with the def2-TZVPD basis set

Properties
Energy relative to the best compared isomer or geometry (same formula, charge and spin) (eV): 6.609
Energy (eV): -91904.675
HOMO-LUMO gap (eV): 8.690
SMILES string: COC[C@H](C)N.COC[C@H](C)N.COC[C@H](C)N.COC[C@H](C)N.COCCNCCOC.COCCNCCOC.COCCNCCOC.COCCNCCOC.NC(N)=O.NC(N)=O

Each line ends with the Löwdin charge.
CARTESIAN COORDINATES (ANGSTROEM)
C -4.4548 4.1986 3.7104  -0.798
O -4.9149 4.6818 2.7012  0.037
N -3.4284 3.4089 3.6758  0.152
N -4.8764 4.3752 4.9440  0.158
H -2.9921 3.2048 2.7881  0.123
H -2.9087 3.2073 4.5180  0.106
H -4.3223 3.9372 5.6659  0.102
H -5.6947 4.9283 5.1550  0.119
C 0.2433 1.0035 -8.1682  -0.839
O 1.0646 1.7542 -8.4960  0.094
N 0.4353 -0.2048 -7.6524  0.151
N -1.0323 1.2392 -8.2681  0.157
H -0.3425 -0.7359 -7.2876  0.096
H 1.3626 -0.5505 -7.4505  0.114
H -1.5777 0.4639 -7.9195  0.100
H -1.3472 2.1274 -8.6314  0.126
C 4.0677 -3.9254 -3.3030  -0.056
O 2.8056 -4.5458 -2.8638  -0.203
C 2.9864 -5.8884 -2.6414  -0.285
C 1.6530 -6.5371 -2.3105  -0.236
N 1.2368 -6.3163 -0.9302  -0.049
C -0.1488 -6.8716 -0.7956  -0.180
C -0.4546 -7.1018 0.7269  -0.156
O -1.8870 -7.3893 0.9493  -0.213
C -2.2703 -7.2815 2.2743  -0.156
H 4.1079 -4.2966 -4.3271  0.086
H 4.9021 -4.2258 -2.6693  0.082
H 4.0688 -2.8362 -3.2595  0.079
H 3.6923 -6.0608 -1.8289  0.123
H 3.3557 -6.2796 -3.5894  0.117
H 1.7930 -7.6008 -2.5031  0.118
H 0.9345 -6.2274 -3.0694  0.119
H 1.1360 -5.3132 -0.8683  0.103
H -0.2732 -7.7901 -1.3692  0.111
H -0.8497 -6.2030 -1.2955  0.113
H -0.2323 -6.1794 1.2634  0.109
H 0.1281 -7.9037 1.1803  0.117
H -2.3387 -6.2208 2.5161  0.086
H -1.5844 -7.8054 2.9401  0.082
H -3.2229 -7.7887 2.4270  0.087
C -3.4516 -12.6131 11.6284  -0.109
O -2.6792 -12.4801 10.4552  -0.201
C -1.5359 -13.2909 10.4284  -0.236
C -0.4927 -12.9570 9.3338  -0.177
N -0.0597 -11.5228 9.4120  -0.048
C 0.8149 -11.2464 8.2724  -0.232
C 1.3346 -9.8316 8.2374  -0.224
O 0.3988 -8.7910 8.0009  -0.201
C 0.8246 -7.4524 7.8744  -0.108
H -4.2861 -11.9181 11.5347  0.089
H -2.8610 -12.4432 12.5286  0.088
H -3.9253 -13.5947 11.6404  0.084
H -1.8852 -14.3171 10.3148  0.116
H -1.1163 -13.2175 11.4317  0.112
H -0.9540 -13.1468 8.3646  0.109
H 0.3648 -13.6240 9.4231  0.116
H -0.8621 -10.9129 9.3460  0.104
H 0.2838 -11.5081 7.3572  0.112
H 1.5986 -11.9979 8.1775  0.119
H 2.2079 -9.7200 7.5948  0.118
H 1.7623 -9.6230 9.2180  0.117
H 1.5806 -7.3083 7.1024  0.082
H 1.2648 -7.2218 8.8445  0.083
H 0.0050 -6.7640 7.6684  0.087
C -3.1554 10.9458 7.4807  -0.094
O -1.9277 11.1407 6.7669  -0.233
C -0.8374 10.3229 7.2691  -0.190
C 0.4765 10.5469 6.4255  -0.198
N 0.3651 9.9519 5.1102  -0.074
C -0.7108 10.4923 4.2229  -0.157
C -0.2863 11.9127 3.6816  -0.217
O 0.7702 12.0556 2.7292  -0.206
C 1.1749 13.4633 2.5002  -0.079
H -3.8073 11.7534 7.1478  0.090
H -2.9454 10.9506 8.5502  0.080
H -3.5969 9.9795 7.2367  0.083
H -1.0625 9.2609 7.3675  0.116
H -0.6789 10.5429 8.3249  0.106
H 1.2174 10.0251 7.0313  0.110
H 0.7473 11.6014 6.3710  0.104
H 1.1585 10.0017 4.4872  0.098
H -1.6814 10.4582 4.7176  0.102
H -0.8402 9.8639 3.3417  0.109
H -0.1107 12.5755 4.5290  0.108
H -1.1256 12.2018 3.0490  0.115
H 1.8568 13.8291 3.2679  0.073
H 0.3658 14.1892 2.5812  0.077
H 1.7257 13.6055 1.5704  0.080
C -1.6933 -7.3461 -7.4815  -0.118
O -2.7795 -6.4466 -7.4330  -0.205
C -2.6029 -5.1127 -7.9689  -0.195
C -3.7207 -4.0970 -7.6540  -0.222
N -3.5187 -3.5347 -6.3412  -0.069
C -4.7195 -2.7315 -6.0516  -0.222
C -4.7696 -2.4222 -4.5520  -0.220
O -4.8385 -3.6065 -3.7334  -0.175
C -4.4517 -3.3274 -2.3922  -0.117
H -2.0277 -8.2145 -6.9139  0.090
H -0.7759 -6.9155 -7.0801  0.079
H -1.4439 -7.6199 -8.5067  0.080
H -2.6229 -5.2262 -9.0528  0.113
H -1.6553 -4.6897 -7.6356  0.115
H -4.6382 -4.6853 -7.6680  0.118
H -3.7182 -3.2589 -8.3509  0.122
H -3.4534 -4.2068 -5.5901  0.106
H -5.6246 -3.2813 -6.3098  0.111
H -4.7041 -1.8245 -6.6560  0.117
H -5.6544 -1.8020 -4.4089  0.117
H -3.8993 -1.7836 -4.4009  0.118
H -3.3746 -3.2671 -2.2362  0.084
H -4.5516 -4.3023 -1.9151  0.083
H -5.0031 -2.5949 -1.8027  0.090
C -7.5764 7.9020 -4.9661  -0.069
C -7.9192 8.5656 -3.6021  -0.441
C -9.0099 7.7455 -2.8145  -0.149
O -10.2241 7.7524 -3.6541  -0.207
C -11.1964 6.7402 -3.3889  -0.117
N -6.7568 8.7703 -2.7827  0.037
H -7.2187 6.8739 -5.0226  0.068
H -6.7265 8.3899 -5.4433  0.070
H -8.4725 7.9075 -5.5868  0.069
H -8.3124 9.5229 -3.9443  0.134
H -9.2622 8.2198 -1.8661  0.117
H -8.6516 6.7334 -2.6264  0.117
H -10.7287 5.8020 -3.0905  0.072
H -11.7592 6.4505 -4.2763  0.084
H -11.8293 6.9342 -2.5229  0.079
H -6.7742 7.8732 -2.3190  0.065
H -7.0417 9.4508 -2.0928  0.071
C 2.6572 0.0137 0.5905  -0.062
C 1.3609 0.5947 0.0071  -0.455
C 1.5525 2.0378 -0.2834  -0.214
O 0.3254 2.6567 -0.7151  -0.180
C 0.5271 3.8197 -1.4474  -0.138
N 0.8542 -0.1682 -1.1574  0.050
H 2.8237 0.4414 1.5791  0.075
H 3.5551 0.1614 -0.0096  0.078
H 2.4294 -1.0390 0.7579  0.078
H 0.6112 0.4938 0.7918  0.133
H 2.3928 2.1064 -0.9743  0.132
H 1.7229 2.4459 0.7129  0.129
H 1.1856 3.6434 -2.2980  0.087
H 0.8016 4.7022 -0.8695  0.088
H -0.4081 4.0929 -1.9360  0.086
H 1.5514 -0.5561 -1.7767  0.060
H 0.3809 0.5026 -1.7458  0.055
C 8.3072 -9.5723 -0.0881  -0.092
C 8.3738 -8.7196 1.1365  -0.424
C 9.3306 -7.5004 0.9649  -0.233
O 9.3176 -6.6318 2.0695  -0.172
C 10.3912 -5.6532 1.8342  -0.091
N 7.0190 -8.2551 1.4651  0.027
H 7.7674 -10.4971 0.1155  0.082
H 9.3114 -9.7712 -0.4625  0.075
H 7.8838 -9.1851 -1.0148  0.076
H 8.6199 -9.4219 1.9329  0.139
H 9.1618 -6.9606 0.0331  0.129
H 10.2846 -8.0271 0.9895  0.120
H 11.3693 -5.9677 2.1982  0.076
H 10.2672 -4.8161 2.5212  0.082
H 10.6372 -5.3327 0.8219  0.084
H 6.4927 -7.6707 0.8314  0.068
H 7.1498 -7.6113 2.2322  0.054
C 5.8130 12.5796 -5.9346  -0.072
C 5.5858 11.4311 -6.9273  -0.432
C 5.2685 10.1666 -6.1775  -0.202
O 6.4569 9.8477 -5.4307  -0.199
C 6.3888 8.6473 -4.7172  -0.129
N 4.4757 11.8014 -7.8004  0.027
H 6.1634 13.4688 -6.4585  0.071
H 6.6339 12.3615 -5.2514  0.069
H 4.9929 12.8591 -5.2732  0.080
H 6.4672 11.2385 -7.5391  0.142
H 4.9417 9.3546 -6.8272  0.126
H 4.4724 10.2618 -5.4391  0.124
H 7.3094 8.7328 -4.1399  0.084
H 6.6397 7.7455 -5.2757  0.087
H 5.5795 8.5942 -3.9890  0.091
H 3.6859 11.8763 -7.1752  0.065
H 4.5752 12.7223 -8.2029  0.067

=====

One value per record, in order, for molecular weight: 854.3, 1009.4 g/mol.
One value per record, in order, for LUMO level: 0.209, 0.232 eV.